{"formula": "C29H20Cl6PZr", "method": "ωB97M-V/def2-TZVPD", "multiplicity": 1, "total_charge": 1, "elements": ["C", "C", "C", "H", "C", "C", "H", "H", "H", "H", "Zr", "Cl", "P", "C", "C", "H", "C", "H", "C", "H", "C", "H", "C", "H", "C", "C", "H", "C", "H", "C", "H", "C", "H", "C", "H", "C", "C", "H", "C", "H", "C", "H", "C", "H", "C", "H", "Cl", "C", "C", "C", "Cl", "C", "Cl", "C", "Cl", "C", "Cl"], "coordinates": [[-0.76532, -1.87749, 3.18096], [-0.85738, -2.16225, 1.78458], [0.49304, -2.38972, 1.29226], [-1.78408, -2.32851, 1.23486], [1.39022, -2.24714, 2.39341], [0.61747, -1.94967, 3.55434], [0.99243, -1.89450, 4.57307], [-1.60461, -1.76089, 3.86651], [0.75833, -2.77952, 0.31102], [2.46482, -2.41980, 2.36879], [0.30773, -0.12507, 2.00458], [2.53753, 0.54078, 2.21910], [0.23552, -0.07902, -0.79828], [1.33409, -1.25537, -1.67741], [0.92629, -1.91819, -2.85087], [-0.11893, -1.89643, -3.16771], [1.86164, -2.58413, -3.64390], [1.52344, -3.05750, -4.56826], [3.20407, -2.63873, -3.26061], [3.93417, -3.13886, -3.89893], [3.59892, -2.05526, -2.04594], [4.64091, -2.12841, -1.72624], [2.67663, -1.37635, -1.24756], [2.99228, -0.91185, -0.30463], [-1.35426, -0.58303, -1.58038], [-1.87165, -1.86773, -1.30067], [-1.29750, -2.58428, -0.70852], [-3.10964, -2.26465, -1.81401], [-3.55429, -3.20207, -1.47866], [-3.75588, -1.47049, -2.76938], [-4.69547, -1.80804, -3.21928], [-3.18858, -0.25381, -3.14543], [-3.65431, 0.35740, -3.91919], [-2.01916, 0.21391, -2.52788], [-1.61248, 1.18343, -2.81302], [0.63546, 1.43334, -1.76949], [1.56152, 1.45827, -2.82534], [2.11115, 0.55480, -3.10019], [1.77043, 2.63404, -3.55728], [2.47366, 2.61994, -4.38790], [1.08924, 3.81119, -3.22663], [1.26269, 4.72802, -3.79605], [0.18399, 3.80130, -2.15982], [-0.34613, 4.71426, -1.87595], [-0.05738, 2.62350, -1.45881], [-0.80376, 2.62137, -0.66197], [-0.24584, -0.57023, 6.26687], [-0.65917, 0.87848, 5.41706], [-0.54797, 0.98774, 4.02270], [-0.85131, 2.20441, 3.44593], [-0.86951, 2.25987, 1.67047], [-1.16013, 3.35951, 4.17430], [-1.50621, 4.83717, 3.37964], [-1.24769, 3.26486, 5.57811], [-1.64779, 4.63733, 6.50544], [-1.05959, 1.99966, 6.18400], [-1.33161, 1.85439, 7.85818]], "nbo_charge": [-0.31, -0.40, -0.36, 0.28, -0.30, -0.30, 0.29, 0.28, 0.28, 0.28, 1.56, -0.34, 0.86, -0.34, -0.21, 0.24, -0.20, 0.23, -0.19, 0.23, -0.15, 0.22, -0.24, 0.23, -0.37, -0.22, 0.21, -0.19, 0.23, -0.19, 0.23, -0.22, 0.23, -0.14, 0.22, -0.26, -0.22, 0.23, -0.20, 0.23, -0.17, 0.23, -0.21, 0.23, -0.22, 0.20, 0.05, -0.06, -0.39, -0.06, 0.12, -0.09, 0.08, -0.08, 0.11, -0.08, 0.10]}

***

{"formula": "C5H6N2", "method": "ωB97M-V/def2-TZVPD", "multiplicity": 1, "smiles": "C[C@H]1c2cncn21", "elements": ["C", "C", "C", "C", "C", "N", "N", "H", "H", "H", "H", "H", "H"], "coordinates": [[-1.62630, -1.24146, -0.16184], [-1.72543, 0.83582, 0.53298], [-0.44147, -0.62284, -0.48173], [0.72583, 0.33282, -0.79522], [2.02372, 0.10424, 0.22256], [-2.37933, -0.29741, 0.53129], [-0.50921, 0.71304, -0.09704], [-1.95410, -2.23013, -0.35133], [-1.95696, 1.85675, 0.98424], [0.88015, 0.66962, -1.74307], [1.95615, -0.96197, 0.52293], [1.98460, 0.67155, 1.12463], [3.02234, 0.16997, -0.28839]], "nbo_charge": [-0.12, 0.18, 0.06, 0.08, -0.63, -0.46, -0.41, 0.22, 0.21, 0.20, 0.23, 0.23, 0.22]}

***

{"formula": "H80O40", "method": "ωB97M-V/def2-TZVPD", "multiplicity": 1, "elements": ["H", "H", "O", "H", "H", "O", "H", "H", "O", "H", "H", "O", "H", "H", "O", "H", "O", "H", "O", "H", "H", "O", "H", "H", "O", "H", "H", "O", "H", "H", "O", "H", "O", "H", "H", "O", "H", "H", "O", "H", "H", "O", "H", "H", "O", "H", "H", "O", "H", "H", "O", "H", "O", "H", "H", "O", "H", "O", "H", "H", "O", "H", "H", "O", "H", "H", "O", "H", "H", "O", "H", "H", "O", "H", "H", "O", "H", "H", "O", "H", "H", "O", "H", "H", "O", "H", "H", "O", "H", "O", "H", "H", "O", "H", "H", "H", "H", "H", "H", "O", "H", "H", "O", "H", "H", "O", "H", "H", "O", "H", "H", "O", "H", "H", "O", "H", "H", "O", "H", "H"], "coordinates": [[1.09053, 0.19169, -5.46581], [0.17322, 0.63189, -6.71335], [0.60246, -0.08780, -6.25062], [-3.56389, 4.00480, 1.52628], [-2.75602, 2.93191, 1.70180], [-2.92130, 3.75163, 2.20793], [1.64485, -1.16584, -0.83489], [0.93106, -0.77932, -2.15039], [1.17984, -0.39652, -1.28598], [-3.76045, 0.27922, -2.95083], [-2.72839, 1.24252, -2.71634], [-2.97889, 0.61345, -3.43680], [1.25586, -0.28126, -3.62871], [2.60917, -0.54433, -4.29970], [2.07752, 0.19226, -3.95871], [-1.06152, 6.84262, 0.68845], [-1.30196, 5.90832, 0.80738], [6.10002, 0.43766, 0.65717], [5.26965, -0.04588, 0.73663], [-0.22501, 1.28429, 3.22233], [0.57018, 0.06942, 3.97371], [0.42027, 0.58637, 3.18924], [1.63492, 4.36150, 2.61740], [2.33688, 5.36280, 3.45461], [1.54039, 5.27445, 2.93057], [1.58388, 0.73735, 6.77934], [2.40909, 0.64536, 5.49098], [1.77808, 0.16143, 6.04249], [-1.63734, 4.35692, -0.56894], [-2.06791, 5.58860, -1.21942], [-1.95288, 4.66380, -1.42755], [3.18121, -4.94918, -1.63460], [2.61236, -5.48827, -2.17802], [0.96829, -1.53942, 2.23615], [1.89501, -2.35393, 1.33330], [1.03980, -1.88826, 1.34428], [0.42797, 3.26149, 1.01862], [0.07987, 1.68941, 0.79577], [0.73056, 2.40866, 0.68051], [2.91182, 1.55701, 0.77010], [2.51612, 1.39094, -0.63153], [3.31992, 1.62537, -0.12401], [-5.19871, 1.72833, -0.43615], [-3.69843, 1.52584, -0.83613], [-4.48545, 2.06783, -0.98607], [-3.72883, 1.40524, -5.30520], [-4.26024, 2.59354, -4.22477], [-4.39549, 1.96611, -4.93122], [-0.79057, -4.23331, -0.27120], [-0.39337, -2.76512, 0.05074], [-0.84954, -3.53252, 0.39893], [-0.75906, -6.15511, -1.93903], [-0.50027, -5.69567, -1.15424], [-3.10315, -2.71728, 2.62929], [-2.69156, -2.94402, 4.11938], [-2.82995, -2.25813, 3.46507], [2.32824, -2.97489, -5.65903], [1.66643, -2.80570, -4.98432], [4.75445, -0.84988, 4.03342], [4.78360, -0.64195, 2.47579], [4.25245, -0.95896, 3.21819], [2.13423, -4.83444, -0.11210], [1.50685, -4.79518, 1.34504], [1.30829, -4.92697, 0.41026], [0.02843, -3.40698, 3.04599], [-1.14996, -2.81015, 3.91073], [-0.19917, -3.05518, 3.91104], [3.81998, 4.20156, -1.51968], [3.63235, 3.44681, -0.26014], [3.95997, 4.30443, -0.56125], [-1.05515, 0.33367, -3.79643], [-1.19331, -0.89097, -2.90432], [-0.54945, -0.35277, -3.38439], [4.89236, -2.78234, -0.38802], [5.27451, -3.76207, 0.52437], [4.72313, -3.73908, -0.27749], [-2.60712, 0.34602, 1.11645], [-3.79292, 0.07198, 1.87378], [-3.59420, 0.39126, 0.98594], [-2.71898, -3.36754, 0.85039], [-3.61096, -2.08824, 0.56704], [-3.60219, -2.96171, 0.99287], [-0.15413, 3.99577, -1.96557], [0.34464, 4.43022, -3.40359], [0.58651, 4.27865, -2.49853], [-0.37733, -0.12146, 1.55055], [-0.15460, 0.03341, 0.12077], [-0.87587, 0.20754, 0.75652], [3.03490, -1.84617, -2.37475], [2.43441, -2.49191, -1.95218], [-1.72872, 3.50291, 4.01515], [-1.41472, 1.98265, 4.55728], [-1.50917, 2.90517, 4.72062], [0.41342, -5.93553, -0.92038], [-2.18323, 5.95667, 1.18567], [0.87531, -2.66034, -5.53033], [4.64674, 0.66980, 0.77093], [2.54912, -5.13642, -3.05925], [1.84793, -2.84160, -2.63305], [-3.73728, 0.24106, 3.75263], [-3.06939, -0.39896, 3.47720], [-4.36842, -0.17535, 4.34368], [-0.84186, 1.68857, -1.78800], [-0.18128, 2.31207, -1.47115], [-0.33607, 0.87539, -1.85957], [-5.80999, -0.50599, -1.16212], [-5.36381, -0.95159, -0.43450], [-6.67755, -0.88107, -1.22061], [-1.16972, -0.61714, 5.16130], [-0.93199, -0.79236, 6.08175], [-0.30488, -0.95381, 4.86579], [2.69765, 1.98931, 2.46820], [1.96287, 1.39270, 2.64103], [3.41940, 1.92405, 3.10312], [-3.88719, -2.13479, -4.48671], [-3.01884, -2.44080, -4.69403], [-4.27526, -1.49529, -5.08126], [4.12748, -0.53975, -2.08829], [3.44474, 0.13070, -2.23943], [4.74368, -0.20595, -1.43130]], "lowdin_charge": [-0.02, 0.04, -0.07, 0.05, 0.04, -0.05, 0.07, 0.01, -0.10, 0.06, 0.04, -0.09, 0.02, 0.06, -0.07, 0.07, -0.05, 0.08, -0.04, 0.05, 0.02, -0.02, 0.00, 0.03, -0.05, 0.05, 0.04, -0.03, 0.01, 0.03, -0.06, -0.01, -0.03, 0.03, 0.07, -0.04, 0.06, 0.00, -0.03, 0.01, 0.05, -0.09, 0.02, 0.00, -0.07, 0.01, 0.03, -0.07, 0.00, 0.02, -0.07, 0.05, -0.05, 0.03, 0.06, -0.07, 0.05, -0.04, 0.04, -0.02, -0.07, 0.03, 0.06, -0.06, 0.02, 0.00, -0.06, 0.04, -0.03, -0.08, 0.04, 0.08, -0.06, 0.04, 0.05, -0.05, 0.02, 0.00, -0.07, 0.03, 0.04, -0.06, -0.03, 0.03, -0.04, 0.04, 0.02, -0.08, 0.01, -0.07, 0.00, -0.02, -0.03, 0.03, 0.04, 0.05, 0.00, 0.03, 0.03, -0.06, -0.01, 0.06, -0.04, 0.01, 0.00, -0.03, 0.02, 0.03, -0.05, 0.07, 0.00, -0.05, 0.00, 0.06, -0.03, 0.02, 0.04, -0.05, 0.02, 0.03]}

***

{"formula": "C39H36N12O4PSSm", "method": "ωB97M-V/def2-TZVPD", "multiplicity": 6, "s2": 8.757, "elements": ["Sm", "C", "C", "N", "N", "C", "N", "S", "C", "C", "C", "C", "C", "N", "H", "H", "H", "H", "H", "H", "H", "H", "H", "C", "O", "C", "C", "C", "C", "C", "C", "N", "N", "C", "C", "C", "C", "O", "C", "N", "C", "C", "C", "C", "H", "H", "H", "H", "H", "H", "H", "H", "H", "H", "H", "H", "O", "C", "O", "C", "P", "C", "C", "C", "C", "C", "C", "C", "C", "C", "C", "C", "C", "H", "H", "H", "H", "H", "H", "H", "H", "H", "H", "H", "H", "N", "N", "N", "C", "N", "N", "H", "H", "H"], "coordinates": [[0.39929, -0.08653, -0.50819], [0.58897, 2.04940, 3.85295], [0.32028, 1.61537, 2.44121], [1.06009, 0.75283, 1.81469], [2.08817, 0.25418, 2.54042], [2.90789, -0.61707, 1.99099], [3.91303, -1.01140, 2.82233], [2.92753, -1.27338, 0.40960], [-0.86989, 2.12722, 1.75192], [-1.56618, 3.24475, 2.21278], [-2.68700, 3.67629, 1.52627], [-3.11362, 2.96796, 0.41488], [-2.38540, 1.85380, 0.03343], [-1.29165, 1.44906, 0.67043], [-0.18742, 1.65978, 4.51544], [0.60371, 3.13582, 3.94201], [1.54822, 1.65236, 4.16375], [3.78991, -0.85019, 3.80798], [4.46571, -1.79854, 2.53705], [-1.22922, 3.76965, 3.09350], [-3.23532, 4.54501, 1.86682], [-3.99069, 3.26812, -0.14121], [-2.69538, 1.25014, -0.81222], [-9.43044, 4.02039, -3.83486], [-8.28917, 3.77770, -3.03945], [-7.07609, 4.09561, -3.56050], [-5.99709, 4.02722, -2.67969], [-4.72988, 4.36694, -3.09753], [-4.50992, 4.82754, -4.40497], [-5.59123, 4.86960, -5.28032], [-6.86032, 4.48773, -4.87596], [-3.32762, 5.50330, -4.76779], [-2.19868, 5.19422, -4.35650], [-1.89460, 3.96469, -3.76816], [-2.40657, 2.75929, -4.22720], [-1.88679, 1.54259, -3.81071], [-0.88243, 1.45148, -2.84044], [-0.34627, 0.33033, -2.50356], [-0.44373, 2.69795, -2.24224], [0.39534, 2.63062, -1.17398], [0.83289, 3.74871, -0.64651], [0.50216, 5.02091, -1.13927], [-0.37086, 5.11474, -2.18766], [-0.88897, 3.93647, -2.76448], [-10.28570, 3.84722, -3.18674], [-9.48483, 3.33647, -4.68669], [-9.45587, 5.05227, -4.19589], [-6.18913, 3.71016, -1.66238], [-3.90106, 4.34298, -2.40157], [-5.42509, 5.20135, -6.29721], [-7.67681, 4.52049, -5.58415], [-3.17437, 2.78579, -4.99107], [-2.23823, 0.61075, -4.23674], [1.49176, 3.65528, 0.21238], [0.93258, 5.90263, -0.68491], [-0.67875, 6.07128, -2.58922], [-1.67796, -1.19997, -0.74872], [-0.96941, -2.18312, -0.41337], [-0.05988, -2.08272, 0.45609], [-1.15178, -3.47404, -1.19530], [-1.34037, -2.91054, -2.96786], [-1.30748, -4.55351, -3.82733], [-2.17335, -4.71098, -4.90740], [-2.32817, -5.94139, -5.53081], [-1.62557, -7.04138, -5.06533], [-0.72907, -6.88963, -4.01597], [-0.56136, -5.65434, -3.40946], [0.37962, -2.38315, -3.38493], [1.48623, -2.36732, -2.53297], [2.73282, -1.98016, -3.02265], [2.88048, -1.56163, -4.33171], [1.77276, -1.53362, -5.17095], [0.54008, -1.94264, -4.69994], [-2.09401, -3.94452, -0.91099], [-0.33196, -4.16321, -1.01263], [-2.74709, -3.85695, -5.24972], [-3.00432, -6.04126, -6.37050], [-1.77504, -8.01407, -5.51618], [-0.16355, -7.74494, -3.66731], [0.15428, -5.56217, -2.60225], [1.42711, -2.76134, -1.52260], [3.59475, -2.03860, -2.36881], [3.85831, -1.28850, -4.71007], [1.87444, -1.20674, -6.19880], [-0.31784, -1.94212, -5.36413], [3.30176, 2.71655, -4.42928], [3.23973, 2.02457, -3.25423], [4.15849, 2.13479, -2.32185], [3.64145, 1.38032, -1.36059], [2.46142, 0.85969, -1.72203], [2.22985, 1.27519, -2.94415], [4.25132, 2.81840, -4.75063], [2.65942, 2.33111, -5.10493], [4.12381, 1.20250, -0.41666]], "lowdin_spin": [5.05, 0.00, 0.00, -0.01, 0.00, 0.00, 0.00, -0.01, 0.00, 0.00, 0.00, 0.00, 0.00, 0.00, 0.00, 0.00, 0.00, 0.00, 0.00, 0.00, 0.00, 0.00, 0.00, 0.00, 0.00, 0.00, 0.00, 0.00, 0.00, 0.00, 0.00, 0.00, 0.00, 0.00, 0.00, 0.00, 0.00, -0.01, 0.00, 0.00, 0.00, 0.00, 0.00, 0.00, 0.00, 0.00, 0.00, 0.00, 0.00, 0.00, 0.00, 0.00, 0.00, 0.00, 0.00, 0.00, 0.00, 0.00, -0.01, 0.00, 0.00, 0.00, 0.00, 0.00, 0.00, 0.00, 0.00, 0.00, 0.00, 0.00, 0.00, 0.00, 0.00, 0.00, 0.00, 0.00, 0.00, 0.00, 0.00, 0.00, 0.00, 0.00, 0.00, 0.00, 0.00, 0.00, 0.00, 0.00, 0.00, 0.00, 0.00, 0.00, 0.00, 0.00]}

***

The following M values (in u) correspond, in order, to the records above: 703.395; 94.117; 720.600; 950.198.
The following largest force on an atom values (in eV Å⁻¹) correspond, in order, to the records above: 2.7; 6.1; 3.4; 2.2.
The following relative energy (zero: lowest compared OMol25 entry of this formula, charge and spin) values (in kcal/mol) correspond, in order, to the records above: 0.00; 90.74; 150.80; 1.62.